No. 1
{"formula": "H13O7", "method": "ωB97M-V/def2-TZVPD", "charge": -1, "homo_lumo_gap_ev": 10.1, "multiplicity": 1, "lumo_energy_ev": 3.7, "total_energy_ha": -534.4965, "elements": ["O", "H", "O", "H", "H", "O", "H", "H", "O", "H", "H", "O", "H", "H", "O", "H", "H", "O", "H", "H"], "coordinates": [[51.8170, 21.1180, 18.9220], [52.4090, 21.1330, 19.6710], [53.1770, 22.6630, 17.8430], [52.8280, 23.6420, 17.9700], [52.4330, 22.0320, 18.1510], [50.1630, 20.2340, 16.8490], [50.7230, 20.7020, 17.5000], [50.5500, 19.4910, 16.4900], [53.3530, 19.2600, 18.1320], [52.6900, 18.8260, 17.5880], [52.9450, 20.0050, 18.2810], [50.0170, 22.7870, 20.0230], [50.3500, 22.6310, 20.9510], [50.7240, 22.1580, 19.6160], [55.0230, 23.0360, 19.8730], [55.8240, 22.5350, 19.6010], [54.3330, 22.7420, 19.3120], [50.4170, 19.2410, 20.3560], [51.0580, 19.8890, 19.6730], [49.5520, 19.5390, 20.3160]], "forces_ev_per_angstrom": [[-1.61, -1.00, 1.00], [0.37, 0.12, 0.37], [-0.16, 4.14, -0.42], [0.97, -3.20, -0.44], [0.31, 0.48, 0.07], [-1.87, 2.88, 0.98], [0.05, -0.81, -0.32], [1.66, -2.16, -0.75], [3.71, -7.14, -1.97], [0.22, -0.46, 0.02], [-3.35, 6.80, 1.64], [1.98, -1.32, 1.37], [-1.00, 0.62, -1.05], [-1.26, 0.84, -0.33], [2.60, 0.12, 1.41], [-1.05, 0.52, 0.21], [-1.45, -0.54, -1.70], [4.87, 0.59, -1.67], [-2.61, -1.69, 2.02], [-2.41, 1.22, -0.44]], "mulliken_charge": [-1.28, 0.30, -0.85, 0.29, 0.53, -0.66, 0.36, 0.27, -0.62, 0.28, 0.36, -0.69, 0.31, 0.40, -0.68, 0.29, 0.37, -0.73, 0.48, 0.27]}

=====

No. 2
{"formula": "C36H37F3HgP2", "method": "ωB97M-V/def2-TZVPD", "homo_lumo_gap_ev": [5.2, 3.9], "multiplicity": 1, "lumo_energy_ev": [-0.8, -1.4], "total_energy_ha": -2529.2822, "elements": ["Hg", "C", "C", "C", "C", "C", "C", "C", "C", "C", "H", "H", "H", "H", "H", "H", "H", "H", "H", "H", "H", "H", "H", "H", "H", "P", "P", "C", "C", "C", "C", "C", "C", "C", "C", "C", "C", "C", "C", "C", "C", "C", "C", "C", "C", "C", "C", "C", "C", "C", "C", "C", "C", "H", "H", "H", "H", "H", "H", "H", "H", "H", "H", "H", "H", "H", "H", "H", "H", "H", "H", "H", "H", "H", "H", "F", "C", "F", "F"], "coordinates": [[1.0504, -3.9006, -1.7464], [3.6062, -4.6998, -1.5516], [3.9420, -3.1705, -1.6789], [4.1170, -2.6551, -3.1131], [3.0469, -2.9729, -4.1556], [1.6986, -3.5136, -3.7422], [1.4309, -4.9191, -3.5751], [2.5252, -5.9472, -3.5783], [3.8098, -5.5745, -2.8152], [0.1378, -2.0606, -0.9055], [4.3370, -5.0518, -0.7945], [4.9908, -3.1122, -1.2900], [5.0713, -3.0681, -3.4863], [4.2954, -1.5764, -3.0999], [2.8453, -2.0490, -4.7215], [3.4816, -3.6500, -4.9074], [0.8771, -2.9518, -4.2052], [0.4751, -5.2654, -3.9852], [2.8060, -6.2186, -4.6101], [2.1065, -6.8658, -3.1482], [4.2406, -6.5236, -2.4544], [4.5651, -5.1649, -3.4949], [-0.8664, -1.8889, -1.3124], [0.7954, -1.2566, -1.2424], [0.0985, -2.0451, 0.1896], [3.5691, -1.7241, -0.3758], [0.9443, 0.9698, -2.8960], [2.7653, -0.2989, -1.1998], [2.4617, 0.0643, -2.5083], [4.4504, -0.7468, 0.8955], [5.8262, -0.4719, 0.8834], [6.3781, 0.3253, 1.8936], [5.5747, 0.8675, 2.9062], [4.2000, 0.6106, 2.9090], [3.6421, -0.1854, 1.9083], [2.6955, -2.9032, 0.7714], [1.6189, -3.7140, 0.3799], [1.1120, -4.6789, 1.2178], [1.6852, -4.9250, 2.4778], [2.8255, -4.2198, 2.8405], [3.3410, -3.2500, 1.9791], [1.0224, 2.5512, -3.7472], [1.6602, 3.6349, -3.0888], [1.4191, 4.9417, -3.5071], [0.5812, 5.1970, -4.6028], [0.0244, 4.1272, -5.3111], [0.2598, 2.8140, -4.9074], [-0.0265, -0.1191, -3.9687], [-1.2900, -0.5429, -3.5028], [-2.0539, -1.4279, -4.2577], [-1.5859, -1.8771, -5.5010], [-0.3382, -1.4501, -5.9739], [0.4494, -0.5753, -5.2133], [2.4808, 0.4708, -0.4423], [3.1770, 0.0213, -3.3418], [6.4509, -0.8950, 0.0987], [7.4479, 0.5292, 1.9036], [6.0054, 1.4905, 3.6934], [3.5559, 1.0173, 3.6930], [2.5704, -0.4046, 1.9357], [2.6660, -5.0400, -1.0604], [0.2832, -5.3003, 0.9098], [1.2582, -5.6905, 3.1288], [3.3238, -4.4169, 3.7954], [4.2722, -2.7524, 2.2665], [2.3161, 3.4241, -2.2470], [1.8803, 5.7737, -2.9739], [0.3731, 6.2232, -4.9060], [-0.6032, 4.3221, -6.1853], [-0.1563, 1.9863, -5.4811], [-1.6594, -0.1704, -2.5418], [-3.0175, -1.7703, -3.8791], [-2.1970, -2.5579, -6.1029], [0.0257, -1.8034, -6.9381], [1.4261, -0.2505, -5.5877], [-1.9278, -4.1236, -1.9522], [-0.9902, -4.5319, -1.0310], [-1.3962, -4.0286, 0.1663], [-1.1142, -5.8967, -0.9392]], "forces_ev_per_angstrom": [[-3.71, 2.04, 0.95], [1.25, -0.93, 1.58], [2.62, 1.28, 0.41], [0.78, 0.17, -0.16], [-0.11, 0.33, -0.44], [-0.35, -0.85, -1.50], [0.45, 0.55, -1.46], [0.00, -0.31, 0.14], [0.25, -0.12, 0.19], [-0.13, 2.10, -0.37], [-0.19, 0.06, -0.43], [-0.11, -0.62, -0.63], [-0.33, 0.09, 0.15], [-0.05, -0.19, 0.18], [0.03, -0.23, 0.24], [-0.16, -0.01, 0.23], [0.21, -0.21, 0.44], [0.19, 0.09, 0.48], [-0.15, 0.18, 0.14], [0.10, 0.13, -0.02], [-0.06, 0.36, -0.10], [-0.19, 0.07, 0.18], [0.32, -0.27, 0.00], [-0.69, -0.05, 0.23], [-0.05, -0.22, -0.47], [-2.64, -0.82, -0.78], [-1.39, 0.46, 2.24], [-0.06, 0.64, -0.71], [1.54, 0.54, -0.05], [1.18, 0.25, 0.23], [-0.49, 0.05, 0.33], [-0.11, 0.11, 0.17], [-0.10, -0.23, -0.32], [0.14, -0.08, -0.30], [-0.04, -0.19, -0.12], [-0.71, -1.24, 0.93], [1.73, 0.09, 0.27], [0.46, -0.50, 1.27], [-0.16, 0.22, -0.36], [0.07, -0.11, 0.08], [0.33, 0.80, -0.05], [0.74, 0.79, -0.85], [-0.57, -0.28, -0.61], [0.04, -0.12, -0.18], [0.04, -0.35, 0.08], [0.13, 0.29, 0.10], [0.26, 0.00, 0.50], [0.12, -0.62, -0.51], [0.44, 0.17, -0.23], [0.06, -0.04, -0.35], [0.15, 0.16, 0.22], [-0.02, 0.14, 0.12], [-0.58, -0.25, 0.18], [-0.72, -1.11, -0.30], [-0.32, -1.26, 0.25], [-0.02, 0.13, 0.19], [-0.23, -0.07, -0.07], [-0.04, -0.24, -0.31], [0.24, -0.13, -0.30], [0.38, 0.04, -0.03], [1.07, 0.36, -0.35], [0.09, -0.04, 0.02], [0.15, 0.23, -0.10], [-0.12, 0.08, -0.42], [-0.35, -0.14, 0.06], [-0.20, 0.14, 0.01], [-0.10, -0.21, -0.14], [0.07, -0.27, 0.08], [0.24, -0.08, 0.29], [-0.02, 0.25, 0.23], [0.23, -0.18, -0.37], [0.27, 0.09, -0.12], [0.27, 0.24, 0.26], [-0.09, 0.07, 0.19], [-0.36, -0.08, 0.14], [-0.36, -0.27, 0.31], [0.69, -0.35, -0.69], [-0.54, -0.35, -0.28], [-0.71, -0.13, 0.20]], "mulliken_charge": [2.57, -1.17, -0.19, -1.66, -0.99, 1.13, -0.99, -1.13, -0.89, -1.60, 0.58, 0.95, 0.58, 0.69, 0.25, 0.58, -0.35, 0.58, 0.42, 0.45, 0.51, 0.24, 0.24, 0.28, 0.55, 0.51, -0.16, -0.61, -0.39, 0.17, -0.48, -0.75, -0.46, -0.84, 0.05, 1.85, -1.16, -0.10, -0.93, -0.79, -1.12, 0.68, -0.63, -0.53, -0.46, -0.62, -0.35, 0.69, -0.60, -0.38, -0.57, -0.89, -0.21, 0.37, 0.73, 0.39, 0.40, 0.38, 0.40, 0.39, 0.33, 0.37, 0.39, 0.39, 0.41, 0.34, 0.35, 0.36, 0.36, 0.27, 0.45, 0.41, 0.38, 0.42, 0.55, -0.24, -0.59, -0.24, -0.31]}

=====

No. 3
{"formula": "C6H11N2O2", "method": "ωB97M-V/def2-TZVPD", "charge": 1, "homo_lumo_gap_ev": 10.8, "multiplicity": 1, "lumo_energy_ev": -3.7, "total_energy_ha": -494.8432, "elements": ["C", "C", "C", "C", "C", "C", "N", "N", "O", "O", "H", "H", "H", "H", "H", "H", "H", "H", "H", "H", "H"], "coordinates": [[-1.5980, -0.1841, 0.2624], [1.8012, -0.2952, 0.9934], [0.7364, -1.1494, 0.3722], [1.5234, 1.1484, 0.6932], [-0.2131, -0.3641, -0.3972], [-0.1751, -0.3049, -1.8651], [0.4291, 1.3066, 0.0518], [-2.2696, 0.8750, -0.0576], [-2.0260, -1.0614, 1.1101], [-0.2495, 2.3523, -0.2572], [1.7821, -0.6212, 2.0766], [2.8436, -0.5982, 0.7486], [1.2569, -1.8649, -0.2613], [0.2031, -1.7387, 1.1351], [-1.5360, -1.8185, 1.1475], [2.1153, 1.9352, 1.1610], [0.8774, -0.2476, -2.1727], [-0.4744, 0.6765, -2.1852], [-0.5098, -1.2208, -2.5135], [-1.3209, 2.1791, -0.5159], [-3.1959, 0.9959, 0.4739]], "forces_ev_per_angstrom": [[-0.44, 2.41, -2.02], [1.56, -0.43, 1.72], [0.43, -2.17, -0.28], [-0.68, -0.17, 0.88], [-1.22, 3.33, 1.06], [1.46, -1.26, -2.28], [-0.81, -3.67, -0.13], [-0.94, -0.74, 1.09], [-2.81, 2.17, 0.90], [-0.74, 2.39, -0.85], [0.08, 1.47, -0.67], [-0.70, 0.35, -0.41], [-0.32, -0.20, -0.22], [0.58, 0.24, -0.15], [2.01, -3.30, 0.21], [-0.28, 0.16, -0.49], [0.20, -0.27, 0.33], [-1.21, 0.00, -0.52], [-0.21, 1.82, 1.61], [2.23, -1.61, 1.22], [1.79, -0.50, -0.99]], "mulliken_charge": [0.23, -0.58, -0.82, -0.32, 0.98, -1.23, 0.19, -0.60, -0.42, -0.44, 0.28, 0.35, 0.38, 0.30, 0.40, 0.46, 0.42, 0.34, 0.33, 0.47, 0.28]}

=====

Relative energy (zero: lowest compared OMol25 entry of this formula, charge and spin): 44.5 145.9 109.9 (kcal per mole)